[1]
{"formula": "H8O4", "method": "the ωB97M-V functional and the def2-TZVPD basis", "energy_ha": -305.7464, "species": ["O", "H", "H", "O", "H", "H", "O", "H", "H", "O", "H", "H"], "coordinates": [[-0.46000, -1.45649, -1.59975], [-1.08980, -0.96981, -1.11739], [-1.03090, -1.68844, -2.31706], [0.32057, -1.60549, 1.50928], [-0.11992, -2.33722, 1.02605], [1.12579, -1.45465, 0.93470], [0.25145, 1.14567, 1.29902], [0.11174, 0.20300, 1.22288], [-0.25437, 1.36520, 2.05800], [0.23434, 2.56117, -1.26490], [0.05173, 2.40676, -0.31780], [0.85937, 1.83031, -1.43303]], "forces_ev_per_angstrom": [[1.0, -0.7, -0.3], [-0.9, 1.4, 1.6], [-0.1, -0.7, -1.3], [1.0, -0.5, -1.6], [0.2, 0.6, 0.4], [-1.1, -0.3, 1.0], [0.6, 0.4, -0.9], [-0.1, -0.7, 0.0], [-0.6, 0.5, 1.1], [0.4, -0.7, 0.4], [0.0, 0.1, -0.4], [-0.4, 0.6, -0.1]]}

[2]
{"formula": "C4H10O2", "method": "the ωB97M-V functional and the def2-TZVPD basis", "energy_ha": -308.8773, "species": ["C", "C", "O", "C", "C", "O", "H", "H", "H", "H", "H", "H", "H", "H", "H", "H"], "coordinates": [[1.99418, -0.44453, -0.16010], [0.59019, -0.42188, 0.43495], [0.52914, 0.43776, 1.55424], [-0.49307, 0.07468, -0.54053], [-1.88708, -0.25614, -0.02652], [-0.30809, 1.50394, -0.62439], [2.28098, 0.55701, -0.49814], [2.06260, -1.13516, -1.00969], [2.70765, -0.76322, 0.60674], [0.32367, -1.43665, 0.76067], [0.38180, 1.30105, 1.11877], [-0.33156, -0.35440, -1.53969], [-2.10482, -1.32710, -0.10023], [-1.96606, 0.03465, 1.02738], [-2.64614, 0.27869, -0.60791], [-1.13338, 1.95133, -0.39557]], "forces_ev_per_angstrom": [[0.0, 0.0, 0.0], [0.0, -0.2, -0.2], [0.1, 0.2, 0.0], [0.0, -0.1, 0.0], [0.0, 0.0, 0.0], [-0.2, 0.0, -0.2], [-0.1, -0.1, 0.0], [0.0, 0.1, 0.1], [-0.1, 0.1, -0.1], [0.0, 0.2, 0.0], [0.2, -0.2, 0.5], [0.0, 0.2, 0.2], [0.1, 0.2, 0.0], [0.0, 0.0, -0.2], [0.0, -0.1, 0.0], [0.1, -0.2, -0.2]]}

[3]
{"formula": "C24H73N12O5P4Y", "method": "the ωB97M-V functional and the def2-TZVPD basis", "energy_ha": -3394.7586, "charge": 2, "species": ["Y", "O", "H", "O", "P", "N", "C", "C", "N", "C", "C", "N", "C", "C", "H", "H", "H", "H", "H", "H", "H", "H", "H", "H", "H", "H", "H", "H", "H", "H", "H", "H", "O", "P", "N", "C", "C", "N", "C", "C", "N", "C", "C", "H", "H", "H", "H", "H", "H", "H", "H", "H", "H", "H", "H", "H", "H", "H", "H", "H", "H", "O", "P", "N", "C", "C", "N", "C", "C", "N", "C", "C", "H", "H", "H", "H", "H", "H", "H", "H", "H", "H", "H", "H", "H", "H", "H", "H", "H", "H", "O", "P", "N", "C", "C", "N", "C", "C", "N", "C", "C", "H", "H", "H", "H", "H", "H", "H", "H", "H", "H", "H", "H", "H", "H", "H", "H", "H", "H"], "coordinates": [[3.24839, 1.66396, -1.45090], [1.75043, 0.62644, -0.10152], [0.97698, 0.21102, 0.32709], [-4.65413, -0.64827, 1.73751], [-3.83262, -1.43265, 0.83047], [-2.20812, -0.85286, 0.68795], [-1.31938, -0.71106, 1.89287], [-1.74085, 0.10037, -0.31007], [-4.40015, -1.45665, -0.82372], [-5.90044, -1.28227, -1.15587], [-3.73007, -2.03968, -1.94706], [-3.51798, -3.06211, 1.36407], [-2.33569, -3.79139, 1.13118], [-4.50841, -3.82260, 2.11924], [-1.59736, 0.17716, 2.46022], [-0.27490, -0.71562, 1.58121], [-1.44066, -1.55200, 2.57567], [-1.63357, -0.34327, -1.29990], [-0.80543, 0.62211, -0.10788], [-2.60857, 0.74518, -0.44926], [-6.24289, -2.31146, -1.26350], [-6.30625, -0.85236, -0.24012], [-6.11975, -0.77456, -2.09514], [-2.64776, -1.91656, -1.90767], [-3.90213, -3.11410, -1.88301], [-4.13610, -1.55365, -2.83420], [-2.46009, -4.78515, 1.56139], [-2.13240, -3.76451, 0.06065], [-1.55196, -3.37779, 1.76585], [-4.98712, -4.58184, 1.50079], [-5.40750, -3.25037, 2.34790], [-4.15685, -4.12028, 3.10712], [2.53797, 3.26289, -0.04426], [1.60767, 4.29427, 0.52163], [1.01794, 5.39680, -0.69365], [1.61139, 5.47269, -2.10938], [-0.12839, 6.31100, -0.60040], [2.27947, 5.32434, 1.73231], [3.69057, 5.63512, 1.86218], [1.40308, 6.23247, 2.47061], [0.26940, 3.56982, 1.35535], [-0.91176, 3.16887, 0.61732], [0.43696, 2.91973, 2.62670], [1.20557, 6.28357, -2.71425], [1.39689, 4.48830, -2.52539], [2.68975, 5.47087, -2.26828], [-1.05630, 5.74691, -0.69466], [-0.17270, 6.93792, -1.49096], [-0.14849, 6.88505, 0.32596], [3.95612, 6.01946, 2.84700], [4.31641, 4.74273, 1.87021], [4.17996, 6.11151, 1.01268], [0.37006, 5.89821, 2.37448], [1.55680, 5.97604, 3.51882], [1.60728, 7.27915, 2.24513], [-1.74167, 3.86619, 0.73177], [-0.66929, 2.96694, -0.42600], [-1.26443, 2.22471, 1.03241], [-0.47464, 2.76454, 3.20374], [1.10203, 3.53620, 3.23147], [0.79991, 1.90828, 2.44411], [1.47186, 1.43956, -3.20746], [0.65606, 0.84395, -4.28068], [-0.19888, -0.55233, -3.86062], [-1.32333, -1.10466, -4.44325], [0.38583, -1.37843, -2.79172], [1.48311, 0.42179, -5.73655], [2.92827, 0.64168, -5.95184], [0.73860, 0.37113, -7.01685], [-0.64448, 1.89801, -4.55911], [-1.45955, 2.17189, -3.28630], [-0.37418, 3.03249, -5.37186], [-1.50498, -0.99497, -5.51240], [-2.29082, -0.81557, -4.03278], [-1.20965, -2.18741, -4.49642], [1.34925, -1.77630, -3.11053], [-0.33445, -2.08671, -2.38230], [0.68127, -0.82886, -1.89797], [3.15227, 1.70469, -6.04095], [3.41641, 0.24065, -5.06357], [3.26337, 0.01244, -6.77637], [1.20170, 0.95840, -7.80979], [0.80417, -0.70323, -7.18871], [-0.20472, 0.89174, -6.85182], [-0.96251, 2.94260, -2.69719], [-2.42960, 2.57357, -3.57915], [-1.53969, 1.26895, -2.68101], [0.50389, 2.82450, -5.98328], [-0.30179, 3.97494, -4.82905], [-1.16523, 3.24875, -6.08989], [0.62498, -5.62150, 2.72975], [1.32884, -4.45606, 3.31286], [0.66033, -3.70524, 4.65084], [1.44220, -2.98848, 5.66299], [-0.82904, -3.74071, 4.83431], [1.47556, -3.04231, 2.25822], [1.43582, -3.23168, 0.85463], [1.75035, -1.58279, 2.70985], [3.02836, -4.86740, 3.72282], [3.17668, -6.21854, 4.25789], [4.24338, -4.07304, 3.71039], [0.78658, -2.44395, 6.34251], [2.11492, -2.33110, 5.11218], [1.89311, -3.60241, 6.44265], [-1.10099, -3.63642, 5.88467], [-1.24446, -4.69271, 4.50385], [-1.16468, -2.89579, 4.23300], [2.37256, -3.71694, 0.58051], [0.56241, -3.83942, 0.61819], [1.49140, -2.28131, 0.32377], [1.96589, -0.98209, 1.82622], [0.91289, -1.02183, 3.12467], [2.66753, -1.44148, 3.28161], [2.27435, -6.63899, 4.70187], [3.68142, -6.89966, 3.57275], [3.79845, -6.26952, 5.15169], [5.14067, -4.57437, 4.07323], [4.17163, -3.47323, 4.61767], [4.36239, -3.49207, 2.79583]], "forces_ev_per_angstrom": [[-6.4, -1.1, 2.9], [2.7, 1.1, -2.2], [0.8, 0.3, -0.5], [-1.0, 0.2, 0.3], [2.0, -2.2, -1.7], [1.5, -0.6, 0.7], [-1.6, -0.9, -0.4], [-2.2, -0.5, -1.0], [-0.9, 2.1, 1.4], [2.0, -1.3, 1.9], [0.4, -0.7, 0.9], [-2.4, 2.5, 0.3], [0.9, 0.0, 0.2], [-1.5, 1.2, -0.2], [0.3, 0.3, 0.0], [-0.2, 0.1, -0.1], [-0.1, 0.0, -0.1], [0.3, -0.4, 0.0], [-0.5, -0.1, 0.4], [0.5, 1.1, -0.2], [-0.5, 0.0, 0.0], [-0.5, 0.2, -0.5], [0.4, 0.5, 0.3], [0.0, 0.2, 0.0], [-0.1, -0.3, -0.9], [0.2, -0.4, -0.2], [0.0, -0.3, -0.7], [0.7, -0.5, 0.1], [0.7, 0.0, -0.5], [0.7, -0.8, 0.2], [0.2, 0.8, 0.1], [0.3, -0.5, -0.3], [2.3, -0.6, -2.1], [-3.7, 3.9, 2.7], [1.8, -0.8, -1.0], [-0.1, -2.2, 1.0], [-0.8, -0.7, 0.4], [-0.1, -1.9, -1.6], [1.3, -1.6, -0.4], [-0.3, -1.3, 0.6], [1.4, 2.1, -2.1], [-0.2, -0.5, -0.1], [0.7, -0.3, 0.5], [-0.2, -0.3, 0.4], [-0.7, 0.1, -0.8], [0.4, 0.7, 1.0], [-0.2, -0.1, 0.4], [0.4, 0.3, 0.4], [0.1, 0.1, -0.2], [-0.4, 0.7, -0.3], [-0.4, -0.8, 0.1], [-0.5, 1.2, 0.1], [-0.1, 0.6, -0.6], [0.4, 0.7, 0.3], [-0.3, -0.1, 0.0], [0.1, 0.2, -0.2], [-0.2, 0.2, -0.1], [0.1, 0.1, 0.0], [-0.4, 0.6, -0.4], [0.2, -0.5, 0.1], [0.5, -0.1, 0.4], [4.2, 0.4, 3.0], [-4.2, -2.0, -3.8], [3.2, 1.9, 2.3], [-2.4, -1.4, -2.4], [0.8, 0.7, 0.5], [0.2, 2.0, 1.4], [-0.8, -0.3, 1.4], [0.2, 0.0, 1.1], [0.2, -1.4, 1.6], [0.8, 0.0, -1.4], [-0.3, 1.0, -1.1], [0.7, 1.0, -0.3], [0.1, -0.1, 0.6], [-0.2, -0.2, 0.8], [-0.2, -1.0, -0.2], [0.2, -0.3, -0.6], [-0.3, 0.7, 0.0], [0.3, -0.1, -0.5], [0.5, 0.1, 0.1], [0.0, 0.4, -0.1], [0.5, -0.2, 0.1], [-1.1, 0.2, -1.1], [-0.5, -1.0, -0.3], [0.2, 0.1, 0.1], [0.0, -0.3, 0.0], [-0.2, 0.1, -0.3], [0.2, 0.4, 0.1], [0.6, 0.0, 0.3], [-0.3, -0.3, -0.1], [0.2, 1.3, 0.3], [3.1, 1.9, 0.3], [-0.7, -1.4, 0.8], [-0.5, -0.3, -0.1], [1.3, 0.1, -0.5], [-0.2, 1.5, 2.7], [0.9, -0.6, -0.5], [0.1, -1.5, -0.9], [-2.6, -0.9, -0.7], [0.4, -0.3, 0.8], [-1.0, 0.8, 1.5], [-0.4, 0.7, -0.7], [0.3, 0.1, 0.9], [0.8, -0.6, -0.6], [0.2, 0.2, -0.1], [0.1, 0.2, -0.3], [-0.9, -0.1, 0.2], [-0.1, -0.6, -0.7], [0.2, 0.1, -0.6], [-0.6, 0.1, 0.0], [0.1, -0.4, -0.4], [-0.1, -0.7, 0.8], [-0.2, -0.4, 0.5], [-0.4, 0.0, -0.9], [-0.5, -0.1, -0.3], [0.5, 0.7, 0.2], [0.0, -1.0, -1.2], [-0.1, 1.4, -0.2], [0.3, 0.0, 0.2]]}

[4]
{"formula": "C16H20O", "method": "the ωB97M-V functional and the def2-TZVPD basis", "energy_ha": -696.8172, "species": ["C", "C", "C", "C", "C", "C", "C", "C", "O", "H", "H", "H", "H", "H", "H", "H", "H", "H", "H", "C", "C", "C", "C", "C", "C", "C", "C", "H", "H", "H", "H", "H", "H", "H", "H", "H", "H"], "coordinates": [[-0.10380, 1.49914, 0.44694], [0.47732, 2.50195, 1.41679], [-1.44149, 1.78765, -0.12457], [-2.58153, 1.27658, 0.53942], [-1.70720, 2.21012, -1.44659], [-3.88067, 1.39276, 0.03067], [-2.99105, 2.34074, -1.97526], [-4.08172, 1.99424, -1.23450], [-5.33448, 2.12754, -1.88287], [0.68187, 1.25714, -0.27430], [-0.17639, 0.47591, 0.94768], [1.33110, 3.08214, 0.92578], [-2.41796, 0.59028, 1.41903], [-0.82047, 2.52629, -2.15012], [-4.81408, 1.22866, 0.57137], [-3.15757, 2.52550, -3.05242], [-5.44917, 3.04552, -1.70441], [0.80456, 1.92512, 2.25301], [-0.25496, 3.18969, 1.65590], [0.97509, -1.78367, -0.28654], [-0.22534, -2.16799, 0.62937], [2.34566, -2.17850, 0.13747], [3.36796, -1.56914, -0.54979], [2.55620, -2.95949, 1.25467], [4.69162, -1.59583, -0.05717], [3.84552, -2.99435, 1.75578], [4.85925, -2.40810, 1.08068], [0.82294, -2.07825, -1.33430], [0.92338, -0.63783, -0.29302], [-1.09847, -1.63727, 0.18359], [3.25693, -1.01173, -1.52096], [1.67856, -3.29484, 1.78801], [5.52029, -1.11758, -0.42005], [3.94000, -3.43027, 2.76578], [5.76435, -2.61874, 1.50185], [-0.33254, -1.84946, 1.55491], [-0.16146, -3.26718, 0.54143]], "forces_ev_per_angstrom": [[0.8, -2.2, 0.2], [2.0, -0.1, -1.7], [-1.8, -1.1, -1.6], [-0.1, -0.8, 0.6], [2.3, 1.4, -0.8], [-0.7, 1.4, -0.8], [1.0, -0.4, -1.1], [0.1, -1.2, 0.4], [1.1, -0.8, 1.3], [-0.4, 0.4, -0.6], [-0.2, 1.4, -0.2], [-1.0, -0.8, 0.9], [-0.3, 1.2, -0.6], [-1.7, -0.8, 1.5], [0.5, -0.7, 0.2], [0.3, 0.3, 0.8], [-1.1, 1.3, -0.3], [0.5, 0.3, 0.9], [-1.4, 1.5, 1.0], [-1.1, 2.6, 0.5], [0.5, -1.7, -6.1], [-1.1, 0.1, -0.3], [2.9, 1.3, -1.3], [0.0, 1.3, 0.0], [-3.2, -2.9, 1.8], [-1.9, -1.3, 1.3], [-0.4, 1.1, -1.0], [-0.4, -0.1, 0.3], [0.6, -1.7, -0.4], [0.1, -1.2, -0.3], [-0.6, -0.5, 1.2], [0.2, -0.3, 0.2], [1.6, 1.2, -1.4], [0.6, -0.1, -0.8], [2.8, 0.2, 0.8], [0.8, 1.4, 4.7], [-1.3, 0.3, 0.4]]}

[5]
{"formula": "C7H9NS2", "method": "the ωB97M-V functional and the def2-TZVPD basis", "energy_ha": -1123.1383, "species": ["C", "C", "C", "C", "C", "C", "C", "N", "S", "S", "H", "H", "H", "H", "H", "H", "H", "H", "H"], "coordinates": [[-3.27549, -1.23079, 0.23873], [-4.02998, 0.78714, 0.64955], [-2.14486, -0.54025, -0.12671], [-0.91896, -1.16265, -0.29424], [0.97075, -0.75628, 1.73523], [1.45902, 0.43762, -0.42521], [0.49327, 0.04605, 0.65528], [-4.33048, -0.47092, 0.65153], [-0.49122, -2.64292, -0.66797], [-2.42177, 1.17687, 0.09465], [-3.32663, -2.23683, 0.26624], [-4.75639, 1.49601, 0.96752], [0.21422, -1.04410, 2.56932], [1.67400, -0.30770, 2.48655], [1.22874, -1.79655, 1.44801], [2.17591, -0.37140, -0.85664], [1.01254, 0.97855, -1.28803], [2.23305, 1.22862, -0.05779], [-0.39360, 0.68275, 0.80113]], "forces_ev_per_angstrom": [[0.0, 3.6, -0.2], [0.7, -0.5, -0.5], [-1.9, 0.5, 0.2], [4.0, 1.1, 1.7], [-0.6, -2.3, 4.6], [2.6, 1.3, -0.7], [-3.3, -0.9, -3.6], [0.1, -0.3, 0.2], [0.0, -0.4, -0.4], [-1.0, -0.5, 0.1], [-0.2, -3.2, 0.0], [-0.2, 0.8, 0.0], [0.1, 0.8, -1.7], [0.3, -0.2, -1.4], [0.7, 0.7, -0.3], [-1.7, 0.9, 0.9], [-0.1, -0.6, 0.5], [-1.2, -1.2, -0.1], [1.6, 0.4, 0.6]]}

[6]
{"formula": "CH2N2O2S", "method": "the ωB97M-V functional and the def2-TZVPD basis", "energy_ha": -697.2673, "species": ["C", "N", "N", "O", "O", "S", "H", "H"], "coordinates": [[-0.32176, -0.33348, -0.00676], [-0.80241, 1.93729, 0.19958], [-0.50732, 0.80652, 0.68057], [1.73144, -1.74156, -0.92305], [-0.37703, -1.60011, 0.55701], [1.27509, -1.21625, 0.29632], [-0.34294, -0.48030, -1.70392], [-0.65506, 2.62789, 0.90025]], "forces_ev_per_angstrom": [[1.4, -1.5, -5.5], [0.5, -3.4, -1.6], [-0.7, 2.9, 1.7], [1.4, -1.3, -2.2], [0.0, 0.7, 0.4], [-2.2, 1.3, 1.8], [-0.3, 0.8, 4.2], [-0.1, 0.6, 1.3]]}

Calculated values (eV) of energy above the lowest of the compared OMol25 structures with the same formula, charge and spin for the records, taken in order: 0.893 0.567 8.108 2.218 1.893 7.720.
Calculated values (eV) of Kohn-Sham gap for the records, taken in order: 11.113 10.912 3.217 9.620 7.058 8.639.
Calculated values (eV) of LUMO level for the records, taken in order: 0.40 0.85 -8.27 0.75 -0.80 -0.90.